Entry from OMol25: 14 unconnected molecules or ions with the total composition C38H113N9O14 in a non-equilibrium geometry (wB97M-V/def2-TZVPD).

Calculated values
HOMO energy = -8.654 eV
orbital gap = 8.19 eV
energy = -83309.168 eV
E_LUMO = -0.46 eV

```
174
Properties=species:S:1:pos:R:3:forces:R:3:lowdin_charge:R:1
O 3.5951 2.7430 2.8470 -0.035 0.037 -0.149 -0.045
H 3.3764 3.5434 2.3616 -0.062 0.147 -0.130 0.058
H 4.4613 2.4900 2.5181 0.160 -0.104 0.019 0.065
O 1.7560 -1.0766 -3.1803 0.171 0.118 -0.349 -0.044
H 1.6136 -0.2862 -2.6518 -0.182 0.072 0.251 0.006
H 1.8565 -1.7846 -2.5384 0.228 -0.203 0.125 -0.004
O -1.2083 -0.6050 2.7123 -0.283 -0.321 -0.075 -0.050
H -1.6896 0.1897 2.9657 -0.259 0.365 0.175 0.018
H -0.3156 -0.2996 2.5064 0.447 0.133 0.363 -0.010
O 2.2861 3.4897 5.2443 -0.180 0.080 0.045 -0.057
H 2.7029 3.1890 4.4274 0.118 -0.172 0.074 -0.017
H 2.9905 3.9231 5.7308 0.048 0.085 0.090 0.044
C -3.9737 1.0453 -3.8021 0.090 -1.373 0.576 -0.078
C -4.9704 1.0953 -2.5914 2.283 1.238 -1.785 -0.394
C -4.2530 1.8426 -1.4538 -1.413 -0.486 0.628 -0.199
O -5.1871 2.0492 -0.3836 0.705 0.060 -0.250 -0.188
C -4.5189 2.3945 0.8223 -0.605 -0.290 -0.233 -0.107
N -6.0607 1.8205 -3.2129 -1.010 0.295 0.993 0.034
H -3.7881 2.0076 -4.2790 -0.197 0.141 0.274 0.058
H -4.4136 0.3788 -4.5444 -0.054 0.161 -0.158 0.078
H -3.0144 0.5870 -3.5543 0.101 0.133 0.178 0.050
H -5.2161 0.0678 -2.3264 -0.300 0.172 0.238 0.139
H -3.8978 2.8275 -1.7676 0.197 0.049 -0.351 0.130
H -3.4132 1.2503 -1.0834 0.088 -0.100 0.004 0.091
H -5.3177 2.5671 1.5426 0.208 -0.054 0.198 0.088
H -3.9162 3.3026 0.7426 0.040 0.170 -0.218 0.085
H -3.8724 1.5767 1.1445 -0.010 -0.035 0.162 0.076
H -6.7208 2.1115 -2.4998 -0.308 -0.198 0.098 0.072
H -5.6704 2.7026 -3.5213 0.008 0.090 -0.307 0.069
C -1.8828 -1.3807 -5.2746 -0.122 0.528 -0.552 -0.058
C -0.8583 -2.4344 -5.6990 -1.105 -0.519 -0.538 -0.434
C 0.1403 -1.9037 -6.7593 -1.031 0.074 0.765 -0.175
O -0.4830 -1.1161 -7.7610 0.435 1.251 -0.014 -0.210
C -1.3001 -1.7471 -8.7042 -0.217 -1.927 0.567 -0.116
N -0.1998 -2.9989 -4.5212 0.144 0.512 -0.710 0.051
H -2.6235 -1.7142 -4.5481 0.504 -0.271 0.372 0.076
H -2.5133 -1.0006 -6.0809 0.251 -0.283 -0.451 0.065
H -1.3800 -0.4698 -4.9420 0.131 -0.066 0.451 0.069
H -1.3994 -3.2673 -6.1544 -0.212 -0.043 -0.029 0.124
H 0.7194 -2.7281 -7.1809 0.054 -0.102 -0.133 0.124
H 0.8011 -1.2699 -6.1655 0.267 0.358 -0.527 0.123
H -1.9441 -2.4767 -8.2039 -0.246 -0.029 0.109 0.079
H -0.7153 -2.3679 -9.3876 0.187 0.259 -0.349 0.086
H -1.9901 -1.1093 -9.2541 0.543 0.621 0.175 0.089
H 0.4685 -3.6688 -4.8852 0.186 -0.284 0.262 0.079
H 0.3663 -2.2379 -4.1540 0.133 -0.067 0.402 0.031
C 4.4853 1.1772 -1.6739 -0.387 -0.173 -0.222 -0.057
C 3.4167 2.1576 -2.1079 1.052 0.007 -0.345 -0.424
C 3.2369 3.3578 -1.1657 -1.028 -0.242 -0.476 -0.179
O 2.0286 3.9515 -1.5792 -1.020 0.489 -0.955 -0.235
C 1.6410 5.1670 -0.9761 0.171 -0.551 0.569 -0.094
N 3.7711 2.5802 -3.4847 -0.711 0.573 0.896 0.058
H 4.3182 0.8168 -0.6587 0.124 -0.173 -0.033 0.063
H 5.4920 1.5844 -1.7789 0.014 0.171 0.184 0.080
H 4.3936 0.3792 -2.4113 0.231 -0.366 0.322 0.074
H 2.4716 1.6313 -2.2418 -0.092 0.175 0.571 0.111
H 4.0392 4.0867 -1.3061 0.398 -0.118 0.359 0.132
H 3.0648 3.0620 -0.1267 0.614 -0.179 0.295 0.108
H 2.3592 5.9670 -1.1630 0.034 0.090 0.007 0.091
H 1.5237 5.0007 0.0987 0.242 0.199 0.295 0.079
H 0.6455 5.4603 -1.3075 0.150 -0.127 -0.459 0.087
H 4.6859 3.0150 -3.4430 0.236 0.028 -0.116 0.068
H 3.1216 3.3547 -3.5799 -0.006 0.226 -0.898 0.047
C 1.2393 -1.4426 0.5908 0.335 1.246 -0.181 -0.002
C 1.4323 0.0506 0.9015 0.408 0.367 -1.784 -0.387
C 0.3912 0.9511 0.1485 0.305 -1.227 2.151 -0.215
O 0.5235 0.7029 -1.2026 -0.517 0.934 -1.190 -0.211
C -0.4269 1.4972 -1.9372 -0.292 -0.746 0.365 -0.051
N 1.5418 0.3090 2.3207 0.110 0.238 -0.050 0.069
H 1.5505 -1.5653 -0.4463 -0.645 -0.228 -0.154 0.063
H 0.1925 -1.6756 0.7818 0.194 -0.755 -0.042 0.076
H 1.9971 -2.0081 1.1325 -0.473 -0.199 0.474 0.063
H 2.3587 0.3068 0.3760 0.378 0.159 0.076 0.115
H 0.5256 1.9995 0.4321 0.330 0.291 -0.237 0.118
H -0.6131 0.6876 0.4950 -0.261 -0.101 -0.025 0.107
H -0.3628 2.5587 -1.6936 0.580 0.105 -0.289 0.083
H -1.4452 1.2273 -1.6478 -0.004 -0.342 0.048 0.059
H -0.3210 1.2538 -2.9934 0.217 0.321 -0.002 0.091
H 2.2240 -0.3646 2.6646 -0.459 -0.425 0.221 0.048
H 2.0996 1.1479 2.4373 -0.471 0.559 0.079 0.054
C -2.4966 1.8138 -7.5921 -0.650 -0.488 0.578 -0.067
C -2.0281 3.1645 -7.1163 0.750 -0.053 -0.557 -0.425
C -1.2569 3.0699 -5.7882 -0.236 0.880 0.175 -0.168
O -0.6863 4.3924 -5.5209 -0.684 -1.626 -0.383 -0.205
C 0.3684 4.3070 -4.5945 -0.246 0.978 -0.165 -0.117
N -1.1315 3.7338 -8.1544 -0.834 -0.221 0.919 0.046
H -3.2003 1.4138 -6.8587 0.047 -0.263 0.083 0.067
H -1.6680 1.1103 -7.6889 0.060 -0.020 0.022 0.064
H -3.0494 1.8342 -8.5310 0.187 0.352 -0.098 0.085
H -2.8796 3.8338 -6.9851 0.007 0.088 0.088 0.138
H -0.4584 2.3242 -5.7664 0.259 -0.023 -0.630 0.120
H -1.9177 2.7326 -4.9851 -0.179 0.425 0.255 0.097
H 1.1702 3.6481 -4.9332 -0.110 -0.383 0.167 0.086
H -0.0460 4.0535 -3.6175 0.436 -0.252 0.192 0.071
H 0.7851 5.3149 -4.5693 0.081 0.006 0.312 0.093
H -0.6659 4.4399 -7.5961 0.654 0.302 -0.599 0.053
H -0.4877 2.9648 -8.3005 0.540 0.253 -0.339 0.066
C -4.7529 0.2257 3.9140 -0.055 -0.716 -0.057 -0.054
C -3.9314 0.8560 5.0136 -0.518 0.791 -0.210 -0.428
C -3.2544 2.1825 4.5520 0.444 -1.203 -0.059 -0.185
O -2.5735 1.9358 3.3452 1.201 0.025 -1.154 -0.267
C -1.6099 2.9546 2.9654 -0.889 -1.011 0.763 -0.053
N -4.7938 1.0994 6.1716 0.417 0.296 0.016 0.033
H -5.2481 -0.6344 4.3661 -0.104 -0.043 -0.134 0.086
H -4.1634 -0.1515 3.0786 0.069 0.125 0.012 0.061
H -5.5321 0.8745 3.5117 0.055 0.240 0.095 0.078
H -3.2306 0.1226 5.4153 0.548 0.148 -0.536 0.137
H -2.5074 2.4859 5.2896 -0.256 0.356 0.339 0.125
H -3.9906 2.9576 4.3255 -0.256 0.133 0.553 0.128
H -2.0816 3.9274 3.1082 0.193 0.196 -0.299 0.091
H -1.3207 2.7456 1.9369 -0.189 0.204 -0.050 0.072
H -0.7217 2.8705 3.5944 0.061 0.120 0.134 0.082
H -5.4359 1.8520 5.9536 -0.184 0.093 0.080 0.069
H -4.1492 1.4554 6.8677 -0.369 0.119 0.537 0.069
C 0.4460 -4.3067 -1.7046 1.543 0.930 -0.465 -0.047
C 1.6210 -5.2372 -1.4034 0.332 0.052 0.252 -0.415
C 2.8775 -4.4978 -0.8874 -1.134 0.330 0.154 -0.185
O 3.2590 -3.4768 -1.8039 -0.847 -1.024 -0.386 -0.201
C 4.4840 -2.9505 -1.4532 0.946 0.525 0.155 -0.126
N 1.1587 -6.2508 -0.4606 0.140 -0.059 0.394 0.029
H 0.9059 -3.4493 -2.1956 -0.303 -0.123 -0.590 0.035
H 0.0396 -3.7973 -0.8307 -0.276 -0.774 0.342 0.062
H -0.2933 -4.7219 -2.3861 -0.098 0.015 0.277 0.080
H 2.0109 -5.7783 -2.2698 -0.377 0.472 -0.715 0.135
H 3.6788 -5.2226 -0.7271 0.217 -0.012 -0.120 0.125
H 2.6781 -3.9949 0.0626 -0.151 -0.178 0.344 0.098
H 4.4108 -2.3978 -0.5119 0.094 0.132 0.178 0.085
H 4.8326 -2.2748 -2.2338 -0.169 0.030 -0.020 0.091
H 5.2339 -3.7359 -1.3303 0.119 -0.081 0.030 0.090
H 1.8273 -7.0093 -0.4043 0.112 -0.091 0.098 0.068
H 0.3435 -6.6506 -0.9079 -0.233 -0.167 0.300 0.071
C 2.8393 -3.4527 5.5913 0.182 -0.074 -1.237 -0.036
C 2.6847 -3.4995 4.0608 -1.015 0.735 -1.202 -0.443
C 3.7540 -2.8277 3.1714 0.268 -0.058 1.596 -0.165
O 3.6354 -1.4020 3.1614 0.439 -0.105 -0.157 -0.236
C 4.5339 -0.7136 4.0153 -0.305 0.139 0.234 -0.085
N 2.5510 -4.8658 3.6118 0.261 -1.202 0.002 0.032
H 3.8137 -3.8659 5.8541 0.041 0.109 0.175 0.082
H 2.0741 -4.1156 5.9949 -0.032 0.182 0.242 0.077
H 2.7121 -2.4361 5.9612 0.030 -0.092 0.162 0.051
H 1.7517 -3.0254 3.7389 -0.138 0.739 0.560 0.129
H 3.7105 -3.1830 2.1424 -0.208 0.017 -0.005 0.100
H 4.7064 -3.1452 3.6032 0.399 0.218 -0.295 0.127
H 5.5718 -0.8834 3.7258 0.075 -0.365 0.285 0.095
H 4.2937 -0.9451 5.0543 0.535 -0.332 0.123 0.083
H 4.3902 0.3670 3.9681 -0.422 -0.008 -0.490 0.071
H 2.4469 -4.9096 2.6055 0.134 0.088 -0.163 0.057
H 1.6644 -5.2239 3.9437 0.046 -0.215 0.253 0.078
C 1.0713 0.1663 5.5550 0.334 -2.267 -1.035 -0.085
C 0.3696 0.2902 6.8665 0.111 0.500 0.213 -0.427
C 0.5487 -0.8883 7.8301 -0.083 0.247 0.687 -0.196
O -0.2866 -0.7407 8.9928 0.040 -0.650 -0.175 -0.189
C -0.2629 -1.9151 9.8285 0.505 0.748 -0.535 -0.100
N 0.8014 1.5735 7.3937 0.096 0.794 1.568 0.045
H 2.1577 0.2502 5.6196 0.040 0.559 0.293 0.075
H 0.6765 0.8278 4.7860 0.091 0.113 0.170 0.063
H 0.9715 -0.8557 5.1760 -0.396 -0.054 -0.408 0.068
H -0.7080 0.3003 6.6856 -0.151 0.226 -0.035 0.128
H 1.5779 -0.9980 8.1847 0.353 0.140 -0.135 0.123
H 0.2934 -1.8209 7.3215 -0.126 -0.054 -0.220 0.117
H -0.4517 -2.8241 9.2545 -0.320 -0.011 -0.095 0.080
H -0.9825 -1.7918 10.6355 -0.124 0.075 -0.235 0.085
H 0.7227 -2.0454 10.2816 0.181 0.101 0.061 0.079
H 1.1966 2.1991 6.7025 -0.447 -0.184 -0.563 0.023
H 1.5965 1.4635 8.0117 -0.181 -0.312 0.438 0.070
C -2.4706 -1.9216 -0.6741 0.356 0.575 -0.151 -0.071
C -2.5963 -2.9105 0.4764 -1.029 -0.283 -1.288 -0.339
O -3.1330 -2.2950 1.5985 0.121 0.173 1.021 -0.079
H -2.0851 -2.3379 -1.6063 -0.221 -0.287 -0.045 0.068
H -1.7839 -1.1021 -0.4466 0.226 -0.058 0.325 0.046
H -3.4220 -1.4137 -0.8384 -0.181 -0.271 -0.142 0.068
H -1.6872 -3.5064 0.5887 0.253 0.239 0.549 0.095
H -3.3818 -3.6294 0.2323 0.194 -0.248 -0.408 0.112
H -2.4627 -1.7424 2.0228 0.258 0.151 0.042 0.024
```
Forces are in eV/Å.

---

Entry from OMol25: a molecular structure, C38H25BrCrIN4OPSe in a non-equilibrium geometry (wB97M-V/def2-TZVPD).

Calculated values
HOMO energy (alpha / beta) = -10.351 / -10.363 eV
⟨S²⟩ = 0.77
orbital gap (alpha / beta) = 6.06 / 6.66 eV
spin multiplicity = 2
energy = -229012.531 eV
E_LUMO (alpha / beta) = -4.29 / -3.70 eV
charge = +1

```
73
Properties=species:S:1:pos:R:3:forces:R:3:lowdin_charge:R:1
Cr -0.5882 -1.0651 -0.0574 -0.328 0.367 0.000 0.335
I -1.7054 -3.3399 0.8839 0.272 0.189 -0.353 1.266
C -1.3347 -3.6802 2.9319 0.243 0.302 -0.180 -0.535
C -2.1678 -4.6720 3.3501 -0.096 -0.212 0.287 -0.180
C -2.0831 -5.1720 4.6628 -0.130 -0.065 -0.129 -0.053
C -1.1430 -4.6593 5.4937 0.061 0.004 0.100 -0.016
C -0.2818 -3.6133 5.0797 0.007 0.024 -0.029 -0.145
C 0.6632 -3.1362 6.0175 -0.076 -0.106 0.078 -0.010
C 1.5156 -2.1296 5.7016 0.114 0.130 -0.046 -0.035
C 1.4313 -1.5515 4.4259 0.070 -0.045 0.134 -0.084
C 0.5359 -1.9651 3.4681 -0.147 -0.075 -0.106 -0.262
P 0.7029 -0.9682 1.9362 0.330 0.156 -0.020 1.029
C 0.6880 0.7506 2.5109 -0.041 0.005 -0.102 -0.368
C -0.0490 1.1364 3.6256 -0.005 0.030 0.083 -0.088
C -0.1789 2.4816 3.9425 -0.009 0.020 0.001 -0.073
C 0.4209 3.4450 3.1453 0.018 0.006 -0.019 -0.069
C 1.1452 3.0648 2.0214 -0.021 -0.032 0.011 -0.056
C 1.2679 1.7224 1.6929 -0.032 0.093 0.060 -0.091
C 2.3990 -1.3442 1.3945 -0.031 -0.027 -0.063 -0.347
C 3.5260 -0.6423 1.8095 0.059 0.046 -0.016 -0.080
C 4.7813 -1.0021 1.3379 -0.002 -0.028 -0.017 -0.057
C 4.9198 -2.0635 0.4512 0.013 0.043 0.022 -0.063
C 3.7996 -2.7670 0.0306 -0.021 0.005 0.027 -0.062
C 2.5456 -2.4026 0.4982 0.116 0.006 0.038 -0.101
C -0.3558 -3.0515 3.7630 -0.065 -0.090 0.091 -0.159
H -2.8972 -5.0933 2.6704 0.019 -0.033 0.059 0.081
H -2.7507 -5.9623 4.9791 0.027 0.025 -0.003 0.119
H -1.0300 -5.0437 6.5010 -0.010 0.045 -0.041 0.124
H 0.6882 -3.5979 6.9985 -0.012 0.023 -0.061 0.125
H 2.2428 -1.7649 6.4163 -0.038 -0.011 -0.054 0.120
H 2.0998 -0.7311 4.1995 0.011 -0.004 0.002 0.105
H -0.5249 0.3908 4.2511 0.000 0.030 -0.003 0.112
H -0.7575 2.7764 4.8094 0.023 -0.024 -0.041 0.113
H 0.3134 4.4950 3.3911 0.023 -0.066 -0.007 0.112
H 1.6095 3.8169 1.3947 -0.033 -0.041 0.018 0.112
H 1.8000 1.4305 0.7966 0.020 -0.001 0.001 0.103
H 3.4298 0.2039 2.4798 -0.001 -0.038 0.000 0.107
H 5.6542 -0.4483 1.6619 -0.040 -0.026 -0.019 0.112
H 5.9011 -2.3368 0.0816 -0.057 0.014 0.037 0.112
H 3.9030 -3.5947 -0.6603 -0.016 0.044 0.023 0.112
H 1.6765 -2.9592 0.1642 -0.054 -0.066 -0.012 0.081
Br -1.6329 7.3060 -3.5427 -0.026 0.059 0.017 0.763
C -1.5304 5.7099 -4.5421 -0.088 -0.024 0.040 -0.696
C -0.6920 5.6447 -5.6398 0.099 -0.050 -0.129 -0.114
C -0.6038 4.4596 -6.3580 0.277 0.167 -0.076 -0.026
C -1.3039 3.3426 -5.9430 0.324 -0.441 -0.036 -0.269
C -2.1902 3.4364 -4.8732 -0.049 -0.243 -0.075 -0.027
C -2.3127 4.6242 -4.1737 0.038 -0.007 -0.007 -0.113
N -1.1683 2.1433 -6.7528 -0.585 -0.479 0.655 0.099
N -0.9858 1.0160 -6.2528 0.596 0.777 -0.132 0.085
C -0.5482 0.8271 -4.8885 -0.435 0.174 -0.232 -0.213
C 0.5770 1.4037 -4.3670 0.128 0.103 -0.112 0.012
C 1.0426 1.0970 -3.0671 0.284 0.354 -0.159 0.043
C 0.3312 0.2484 -2.2795 0.116 -0.147 0.508 -0.287
O 0.6413 -0.0730 -0.9964 -0.228 -0.380 0.017 -0.195
C -0.8174 -0.3566 -2.8083 -0.237 -0.417 0.268 -0.143
N -1.4645 -1.1875 -1.9363 -0.208 -0.110 -0.401 0.012
C -2.5336 -1.8298 -2.3698 0.097 0.129 -0.045 -0.102
C -3.0013 -1.7173 -3.6876 -0.040 -0.041 0.005 -0.016
C -2.3632 -0.8771 -4.5618 0.012 0.045 -0.079 0.041
C -1.2431 -0.1402 -4.1213 -0.286 -0.024 0.001 -0.089
H -0.1170 6.5118 -5.9372 -0.021 -0.044 0.005 0.107
H 0.0388 4.3878 -7.2290 -0.058 0.037 0.054 0.121
H -2.8145 2.5919 -4.6105 0.050 -0.049 0.059 0.117
H -3.0064 4.7089 -3.3470 0.044 -0.026 -0.040 0.106
H 1.1330 2.1034 -4.9753 0.033 0.063 0.025 0.126
H 1.9474 1.5560 -2.6853 -0.067 -0.006 -0.059 0.132
H -3.0593 -2.4545 -1.6599 -0.014 -0.045 0.041 0.082
H -3.8614 -2.2971 -3.9931 0.026 0.034 0.017 0.118
H -2.6937 -0.7761 -5.5899 -0.014 0.011 0.090 0.127
Se -3.2814 2.4933 1.3991 0.009 -0.057 -0.017 0.734
C -2.4405 1.0661 0.9306 0.284 -0.421 -0.133 -0.875
N -1.8574 0.0746 0.6067 -0.223 0.439 0.182 -0.103
```
Forces are in eV/Å.